Computed, not measured: a cluster of 5 separate species, C18H54ClO28P6 in total, with ωB97M-V with the def2-TZVPD basis set.

As for the charge: -1. The value obtained for the HOMO energy is -5.61 eV. For the total energy, the calculation gives -5332.712456 hartree. The value obtained for the HOMO-LUMO gap is 7.78 eV. Its LUMO energy is 2.17 eV. The energy above the lowest of the compared OMol25 structures with the same formula, charge and spin comes out at 614.7 kcal per mole.

The geometry in XYZ format:
```
107
Properties=species:S:1:pos:R:3:forces:R:3
Cl 1.170132 0.100793 -1.024964 2.6 -4.1 -5.9
O 1.884702 -1.141487 -0.793554 -2.3 4.4 -0.1
O 0.427562 0.006853 -2.222814 1.1 -2.1 -2.0
O 0.264622 0.410753 -0.045814 7.9 2.6 -2.5
O 2.110202 1.088283 -1.195554 -1.3 -5.8 -5.1
C -4.536168 -0.325047 1.334576 -1.6 -1.1 1.0
O -4.113908 -0.030827 0.015646 0.7 1.2 -0.5
P -3.478208 1.444633 -0.331254 -1.1 -1.6 -1.9
O -2.564238 1.922313 0.696436 -4.6 -0.9 -1.4
O -2.889198 1.242333 -1.847364 -0.3 1.0 2.7
C -1.417438 1.328213 -2.070844 -1.2 -0.8 -2.0
O -4.803158 2.314193 -0.506894 0.0 0.1 -0.2
C -6.008178 1.771753 -1.095224 0.4 -0.4 0.6
H -4.492708 0.365773 2.176586 -0.3 1.0 -1.9
H -3.962148 -1.105577 1.833956 0.1 -0.5 -1.1
H -5.572698 -0.660917 1.304816 -0.2 -0.2 -0.4
H -1.147058 2.061213 -2.830914 -0.8 0.3 0.5
H -1.137588 0.417503 -2.600354 -1.5 0.3 0.7
H -0.755078 1.432163 -1.211434 -1.6 0.2 -0.4
H -6.338048 2.419993 -1.907054 0.2 -0.2 0.0
H -6.768198 1.705303 -0.316734 -0.1 0.4 0.1
H -5.831718 0.731893 -1.370304 0.0 0.2 -0.6
C -1.126968 0.120823 0.994036 -4.1 -4.3 4.9
O -0.747958 -0.021167 2.412206 -2.2 -0.4 3.3
P -1.792218 -0.603437 3.544676 2.3 -0.5 -0.9
O -1.316478 -0.704217 4.933466 -0.5 1.2 -0.4
O -3.088968 0.274783 3.219846 2.6 -1.6 0.2
C -3.659398 1.124483 4.119376 -1.0 0.9 0.7
O -2.226708 -2.106047 3.106826 0.1 1.1 -1.1
C -3.223818 -2.803387 3.856546 0.6 0.2 -0.3
H -2.149668 -0.218867 0.830336 0.0 0.1 0.4
H -0.462458 -0.698397 0.719426 -2.9 0.6 0.5
H -0.835098 1.072293 0.549486 -2.9 -0.4 3.0
H -3.658218 0.628883 5.090186 -0.1 0.7 0.3
H -4.667968 1.245793 3.724196 -0.4 0.3 0.6
H -3.196448 2.109693 4.063316 0.2 0.0 0.5
H -2.771918 -3.251677 4.741376 -0.1 0.2 0.1
H -3.579448 -3.593877 3.195666 -0.2 0.1 0.1
H -4.026818 -2.115037 4.120096 -0.2 -0.2 0.1
C 0.256152 -2.696017 0.510986 -2.0 0.1 1.0
O 1.467052 -2.799297 1.244236 0.3 -1.9 2.6
P 1.526112 -3.482187 2.775846 0.9 1.8 0.2
O 0.844632 -2.723757 3.814686 0.0 0.4 -0.1
O 0.913402 -4.917937 2.694346 0.5 -0.1 0.0
C 1.372152 -5.784907 1.664686 0.4 -1.0 1.2
O 3.144022 -3.669157 3.100906 -2.8 -1.0 -1.2
C 3.956332 -2.574477 3.417976 0.9 0.8 0.3
H -0.336668 -1.926937 1.006136 0.0 -1.0 0.0
H -0.350108 -3.598637 0.434636 0.1 0.2 1.1
H 0.385562 -2.391127 -0.527464 0.5 -0.1 0.4
H 0.525642 -5.962827 1.001466 2.0 -0.5 3.5
H 1.671852 -6.748817 2.075976 0.2 0.1 0.3
H 2.188432 -5.353837 1.085076 -0.2 -0.1 0.7
H 4.202252 -2.489647 4.476476 -0.6 -0.4 0.3
H 3.515012 -1.618157 3.137266 0.2 0.0 -0.3
H 4.929152 -2.777897 2.970386 -0.1 0.4 -0.5
C 3.080942 -2.809577 -0.841104 1.9 -3.2 2.2
O 2.831932 -3.610847 -1.999184 -1.0 -1.4 -1.6
P 2.915152 -5.223947 -2.006244 1.3 0.6 0.8
O 4.330082 -5.706927 -2.020894 -2.2 0.3 0.4
O 1.995332 -5.672357 -0.749134 -0.4 -0.4 -1.1
C 0.543892 -5.417287 -0.734234 0.0 0.4 -3.5
O 2.064272 -5.812627 -3.260794 0.2 2.1 1.8
C 2.447562 -5.249087 -4.486454 0.7 -0.9 -2.8
H 3.718162 -1.950797 -1.052164 0.0 -0.7 -0.2
H 3.489332 -3.472857 -0.078634 1.4 -0.3 -0.1
H 2.224382 -2.538677 -0.223834 1.4 -1.3 -1.8
H 0.158542 -5.858787 -1.653294 -0.2 0.1 0.0
H 0.349582 -4.344797 -0.724494 0.4 -0.8 -0.6
H 0.029732 -5.834697 0.131516 -0.7 0.2 -3.1
H 1.880722 -4.463417 -4.985964 -1.1 0.0 1.0
H 2.405872 -6.122207 -5.137634 0.1 0.2 -0.5
H 3.450512 -4.839227 -4.605604 0.4 -0.4 1.0
C -0.590348 3.970803 -1.551964 -0.4 1.1 0.1
O 0.031932 3.646313 -2.769284 1.0 -0.3 -1.6
P 1.416582 4.306743 -3.298184 -0.7 1.7 1.4
O 1.546622 5.762893 -2.836724 0.3 -4.0 -1.7
O 1.245942 4.042863 -4.893124 1.8 -1.5 1.2
C 0.536032 4.872283 -5.740884 -1.5 2.3 0.9
O 2.543262 3.217183 -2.802484 -1.6 3.1 -2.8
C 2.720872 1.945183 -3.410814 0.7 -1.5 0.8
H -1.667058 4.109673 -1.649574 -0.1 0.4 -0.8
H -0.079718 4.883673 -1.245344 -0.9 0.2 0.3
H -0.553068 3.201293 -0.780894 0.8 0.7 -2.0
H 1.052492 5.273873 -6.612734 0.4 -0.8 -0.1
H 0.327132 5.758663 -5.141904 -0.2 0.5 -0.2
H -0.456258 4.485053 -5.972204 0.2 -0.5 -0.3
H 2.840022 1.330583 -2.518544 1.1 0.1 -1.5
H 3.667362 1.835543 -3.940204 -0.5 0.6 -0.8
H 1.820242 1.432843 -3.749144 0.0 0.7 -1.0
C 2.556812 2.509763 -0.295354 5.3 5.1 6.0
O 1.384032 3.234093 -0.281474 -1.4 2.8 1.7
P 1.098172 4.580863 0.642446 0.6 1.4 -0.5
O 1.119732 5.916963 -0.031324 0.3 -1.8 0.8
O 2.091722 4.566613 1.895756 0.1 -0.4 -1.1
C 1.877062 5.454083 2.966556 0.4 0.4 1.4
O -0.259168 4.331083 1.394986 1.6 1.0 1.0
C -1.342908 3.565553 1.044796 0.3 -0.4 0.0
H 3.295782 3.026393 0.317106 0.4 1.0 0.8
H 3.031442 2.566033 -1.274974 0.2 0.2 1.6
H 2.386752 1.554813 0.201896 1.5 2.4 2.4
H 2.860322 5.672523 3.383206 0.0 -0.4 0.3
H 1.218552 4.989183 3.700256 0.2 -0.2 0.1
H 1.479132 6.461293 2.842946 -0.4 -0.1 -1.3
H -1.004738 2.790553 0.356976 0.0 0.7 1.2
H -2.053298 4.216533 0.535206 -0.3 -0.3 0.2
H -1.779328 2.971243 1.847566 0.8 1.5 0.7
```
Positions in Å, forces in eV/Å.

***

Computed, not measured: a cluster of 10 separate species, C18H54N2O10 in total, with ωB97M-V with the def2-TZVPD basis set.

As for the charge: -1. The value obtained for the HOMO energy (spin up / spin down) is 0.37 / -5.82 eV. For the total energy, the calculation gives -1580.012642 hartree. The value obtained for the HOMO-LUMO gap (spin up / spin down) is 2.11 / 8.24 eV. As for the multiplicity: 2. Its LUMO energy (spin up / spin down) is 2.48 / 2.42 eV.

The geometry in XYZ format:
```
84
Properties=species:S:1:pos:R:3:forces:R:3
C 2.061662 0.146185 6.725999 -0.1 -0.4 1.0
C 2.241268 1.441767 5.912651 0.2 0.5 -0.3
C 3.586599 1.387654 5.095277 -1.3 -0.5 1.2
C 3.445771 0.509036 3.893127 -0.6 0.4 -1.5
C 2.265968 1.020692 2.974016 1.5 0.8 1.2
C 0.925810 1.115230 3.703944 -1.4 -1.2 -0.8
N 1.105090 1.793138 5.011398 3.6 -0.5 -2.5
O -0.060602 2.116680 5.583932 -2.0 0.0 1.6
C -0.068458 1.959502 2.801862 1.5 -0.2 0.6
C 0.379902 -0.325503 3.787527 -0.6 -0.7 0.2
C 2.434160 2.623163 6.853266 -1.2 0.7 1.1
H 2.767501 -0.656462 6.512369 -0.1 -0.1 -0.7
H 1.048431 -0.254306 6.758796 -0.1 0.1 -0.5
H 2.259293 0.305397 7.786035 0.1 0.5 0.2
H 3.929123 2.406802 4.916077 -0.1 0.0 -0.4
H 4.256096 0.958134 5.840524 0.4 0.0 -0.1
H 3.309831 -0.538295 4.162826 -0.2 0.0 0.2
H 4.350658 0.523636 3.285621 0.2 0.1 0.0
H 2.301304 0.491070 2.021993 -0.7 -0.2 0.2
H 2.492081 2.058637 2.729789 0.4 0.2 -0.1
H 0.003332 1.623276 1.767505 -0.2 -0.3 0.0
H -1.112657 1.972661 3.114242 0.2 -0.1 0.1
H 0.372965 2.955906 2.781256 -0.3 0.4 0.1
H 0.957088 -0.975522 4.445128 0.2 0.1 0.1
H -0.662984 -0.449977 4.079086 -0.1 0.6 0.5
H 0.359712 -0.843679 2.828784 0.4 0.3 -0.4
H 2.220456 3.550660 6.322047 0.3 0.1 -0.1
H 3.349773 2.716130 7.437298 0.6 -0.4 -0.7
H 1.721480 2.598847 7.677640 -0.6 -0.1 -0.1
H -0.229396 3.016863 5.296197 -0.2 0.2 0.1
C -0.703882 1.201105 -5.847943 -0.7 0.4 0.5
C -0.332739 -0.260022 -5.499069 -0.1 1.1 -0.8
C 0.791060 -0.537505 -6.549618 -0.6 -1.4 1.1
C 1.415245 -1.884934 -6.215067 0.2 -0.1 0.3
C 2.125451 -1.780706 -4.890199 0.2 1.4 -0.7
C 1.210221 -1.386030 -3.747794 -1.1 -1.0 2.0
N 0.146777 -0.370364 -4.110837 2.9 -0.3 -1.5
O -0.829034 -0.171009 -3.136898 -0.1 -1.0 -0.5
C 0.619008 -2.716537 -3.185195 -0.8 0.9 0.3
C 2.065648 -0.835696 -2.585503 1.1 1.6 -0.9
C -1.564583 -1.138894 -5.720300 0.2 -0.9 0.2
H 0.115836 1.913369 -5.753911 0.3 -0.3 0.0
H -1.511981 1.633428 -5.257899 -0.1 -0.3 0.4
H -1.083474 1.267037 -6.867592 0.1 -0.2 -0.2
H 0.292993 -0.576949 -7.518366 0.1 0.2 0.0
H 1.532762 0.260781 -6.522753 0.0 0.0 -0.1
H 2.189502 -2.194288 -6.917163 -0.4 -0.2 -0.4
H 0.654374 -2.650622 -6.063762 -0.2 -0.2 -0.7
H 2.836888 -0.976446 -5.077595 0.5 0.1 0.4
H 2.680076 -2.699792 -4.701105 -0.1 0.1 0.4
H -0.275678 -3.049739 -3.711136 0.4 -0.5 -0.5
H 1.412129 -3.457007 -3.081501 -0.3 -0.2 -0.2
H 0.213295 -2.518683 -2.193051 0.3 0.0 0.2
H 2.561850 0.049281 -2.983870 -0.2 0.6 -0.1
H 1.597958 -0.485438 -1.665339 -0.5 -0.5 -0.2
H 2.978560 -1.380231 -2.344350 -0.4 -1.0 0.1
H -2.439605 -0.614404 -5.336438 -0.1 -0.4 -0.1
H -1.419660 -2.082333 -5.193985 -0.2 0.1 0.6
H -1.705442 -1.548062 -6.720721 -0.1 0.8 -0.5
H -0.721622 0.767660 -2.966700 -0.1 0.8 0.8
O -4.277337 -0.548900 -1.426241 0.1 -0.7 -0.2
H -4.749635 -0.407408 -0.605786 -0.2 0.1 0.5
H -4.411391 0.258479 -1.922627 -0.1 0.6 -0.4
O -2.061660 -3.378416 0.951149 -0.3 -0.1 0.5
H -1.225455 -3.834455 0.856204 0.2 0.0 0.1
H -2.244519 -3.028460 0.079174 0.0 0.2 -1.0
O -1.669113 0.008261 -0.042707 0.4 0.7 0.1
H -1.941332 -0.446732 0.754236 -0.1 -0.2 0.5
H -2.044353 -0.509707 -0.754835 -0.2 -0.3 -0.4
O -2.271115 -2.402438 -1.911906 0.2 -0.9 0.5
H -3.070234 -1.877537 -1.957787 -0.7 0.4 0.0
H -1.608055 -1.868920 -2.350016 0.3 0.4 -0.3
O -0.576719 2.265402 -1.896299 -0.2 -0.1 -0.5
H 0.044797 2.990538 -1.831963 0.3 0.4 -0.1
H -0.524453 1.828403 -1.046286 -0.2 -0.4 0.6
O -4.092543 2.061413 0.041426 -0.5 0.0 0.0
H -3.373392 1.471931 -0.185626 0.7 -0.4 -0.3
H -4.057415 2.749790 -0.622755 0.1 0.4 -0.3
O -4.158252 1.268219 2.553561 -0.1 0.1 1.0
H -3.912370 0.343395 2.575639 0.1 -0.3 0.0
H -3.888721 1.567537 1.685238 -0.2 0.5 -0.3
O -3.569566 -1.462432 2.361187 -0.2 0.3 0.1
H -3.193535 -2.178657 1.849478 0.5 -0.5 -0.2
H -3.986824 -1.893594 3.106990 -0.1 -0.1 0.2
```
Positions in Å, forces in eV/Å.

***

Computed, not measured: a cluster of 9 separate species, C18H54O15 in total, with ωB97M-V with the def2-TZVPD basis set.

The value obtained for the HOMO energy is -8.92 eV. For the total energy, the calculation gives -1846.612785 hartree. The value obtained for the HOMO-LUMO gap is 9.18 eV. Its LUMO energy is 0.26 eV. The energy above the lowest of the compared OMol25 structures with the same formula, charge and spin comes out at 56.6 kcal per mole.

The geometry in XYZ format:
```
87
Properties=species:S:1:pos:R:3:forces:R:3
O 2.895851 0.646422 3.213999 0.0 0.5 0.1
C 2.883357 2.005222 3.582590 -0.7 0.3 1.3
C 1.461866 2.607686 3.839185 0.6 -0.9 -0.7
O 0.786384 2.838776 2.602349 0.5 1.1 0.6
H 2.549731 0.579656 2.321060 -0.2 -0.5 -0.5
H 3.430574 2.038713 4.524686 0.1 0.1 0.1
H 3.427996 2.638835 2.882591 -0.1 0.1 -0.3
H 1.516058 3.506434 4.453541 0.2 0.4 -0.5
H 0.865744 1.936161 4.457076 0.1 -0.5 0.0
H 0.513353 1.987955 2.251404 -0.3 -0.6 0.1
O -3.048875 0.223893 2.889030 -0.2 1.0 -0.1
C -3.818676 1.301657 2.326784 -0.9 -0.6 -0.8
C -4.795184 0.757211 1.300278 -0.2 0.4 -0.9
O -5.750646 -0.126659 1.847682 0.3 -0.2 0.7
H -3.330891 0.108173 3.799345 0.0 -0.1 0.1
H -4.404918 1.913963 3.011982 0.3 -0.3 0.7
H -3.202233 2.000640 1.761525 0.5 -0.1 0.2
H -4.234674 0.366497 0.451008 0.2 -0.8 0.1
H -5.298441 1.602128 0.830232 -0.2 0.5 0.2
H -6.302316 -0.553528 1.188108 0.2 0.3 -0.2
O -2.053437 2.466904 -1.158998 0.6 0.0 -0.7
C -1.448387 2.979430 -2.380385 -0.6 -0.8 0.1
C -2.386604 3.955011 -3.068924 1.1 0.1 0.6
O -2.171551 5.248213 -2.504495 -0.4 -0.1 -0.1
H -2.581605 3.158340 -0.753345 0.2 0.3 0.0
H -0.429370 3.331630 -2.220163 -0.2 0.5 0.3
H -1.334768 2.129536 -3.053344 -0.1 -0.3 0.1
H -3.375521 3.556954 -2.841579 -0.4 0.2 -0.4
H -2.197962 4.026563 -4.140086 -0.1 -0.4 -0.1
H -2.630740 5.858503 -3.086118 0.0 0.3 0.2
O -0.221774 0.368197 2.085558 0.5 0.0 0.0
C -0.205364 -0.219072 0.793779 -1.3 -1.0 0.8
C 0.956942 0.202591 0.032586 2.5 0.3 -1.8
O 2.199439 -0.258210 0.579682 -0.6 0.1 2.0
H -1.127817 0.348056 2.402242 -0.4 0.0 0.3
H -0.178927 -1.306014 0.871009 -0.1 -0.3 0.2
H -1.147492 0.052166 0.317402 0.2 0.0 -0.6
H 0.978694 1.279722 -0.133014 -0.1 0.2 0.2
H 1.095278 -0.280692 -0.934569 -1.6 0.2 -0.6
H 2.914144 0.182343 0.114166 0.3 -0.1 -0.4
O 4.562436 -4.746481 -1.394261 0.0 0.3 -0.1
C 4.766792 -3.421274 -1.849632 -0.1 0.4 1.2
C 3.532237 -2.618754 -2.131086 -1.1 0.0 -1.2
O 2.695932 -3.083440 -3.190449 -0.1 -0.8 -0.5
H 4.075678 -5.236511 -2.061004 -0.1 0.0 -0.2
H 5.087032 -2.840188 -0.984825 0.6 -0.3 0.4
H 5.583005 -3.320579 -2.565001 -0.3 -0.2 -0.5
H 3.838491 -1.640340 -2.501246 0.3 0.4 0.7
H 2.864235 -2.572721 -1.270998 0.6 0.4 0.5
H 1.815438 -3.210902 -2.829772 0.0 -0.1 -0.1
O -4.568797 -4.408074 1.052911 -0.1 -0.5 -0.4
C -4.504624 -3.259225 0.215019 -0.3 0.1 0.1
C -3.165096 -2.646460 0.374931 0.0 1.3 0.7
O -2.222243 -3.495692 -0.230048 0.5 0.3 0.1
H -4.966920 -4.146140 1.886270 0.0 0.0 0.0
H -4.501523 -3.507574 -0.846305 -0.7 -0.6 0.1
H -5.347851 -2.606939 0.442138 0.1 0.3 -0.1
H -2.964032 -2.454016 1.428804 0.2 -0.3 0.3
H -3.151004 -1.634401 -0.029591 0.3 -0.2 -0.7
H -2.245375 -4.288527 0.310771 0.1 -0.3 -0.1
C 3.121136 2.987748 -1.229268 0.6 1.5 -0.1
C 4.171887 2.274982 -0.410115 0.1 2.4 -0.7
O 4.080177 0.964796 -0.833552 0.8 -2.1 0.5
H 2.160940 2.992018 -0.713412 -0.1 -0.2 -0.4
H 3.139927 2.575268 -2.238042 -0.6 -0.3 0.1
H 3.425665 4.017267 -1.417565 -0.2 0.4 0.4
H 4.075369 2.514688 0.648817 -0.3 -1.0 0.2
H 5.171116 2.634642 -0.655643 0.1 0.3 -0.1
H 4.637685 0.947024 -1.614874 -0.2 -0.6 -0.1
C -1.926942 -2.930585 4.188516 0.1 0.7 -0.1
C -0.793836 -3.577886 3.434379 -0.4 0.2 -0.6
O -0.977930 -4.955577 3.468714 0.4 -2.0 0.5
H -1.890646 -1.852489 4.031998 -0.1 0.1 0.1
H -1.891472 -3.140896 5.257448 0.1 -0.1 -0.1
H -2.869293 -3.307608 3.791100 -0.1 0.0 0.0
H 0.192709 -3.344527 3.834835 -0.1 0.0 0.1
H -0.805150 -3.334905 2.371868 0.1 0.9 0.0
H -1.590581 -5.232974 2.783642 0.0 0.1 0.1
C 2.018466 0.155193 -4.257940 -0.7 0.9 -0.2
C 1.584794 1.353111 -5.163687 0.2 -1.1 0.0
O 2.311032 2.513389 -4.821427 0.3 0.2 0.7
H 2.136848 0.490672 -3.227633 0.5 0.3 0.0
H 2.902269 -0.363704 -4.629071 0.0 0.1 0.2
H 1.204581 -0.558358 -4.129308 0.0 -0.2 -0.6
H 0.506941 1.499980 -5.094664 -0.2 0.2 0.3
H 1.768916 1.129115 -6.214405 0.1 -0.3 -0.1
H 2.154345 3.227847 -5.443200 -0.1 -0.1 -0.1
```
Positions in Å, forces in eV/Å.